No. 1
The following is a DFT calculation (the ωB97M-V functional and the def2-TZVPD basis) of 2 unconnected molecules or ions with the total composition C5H10O2 in a non-equilibrium geometry.

XYZ file:
```
17
C5H10O2 (the ωB97M-V functional and the def2-TZVPD basis)
C 1.227 0.370 1.451
C 1.140 0.655 -0.031
O 0.326 1.643 -0.415
C 0.757 -0.830 -0.897
O 1.326 -1.849 -0.590
H 1.760 -0.565 1.626
H 0.228 0.303 1.884
H 1.753 1.183 1.953
H 2.113 0.741 -0.529
H -0.713 1.258 -0.433
H 0.630 -0.529 -1.960
C -1.308 -0.946 -0.310
C -1.937 0.283 -0.410
H -1.393 -1.637 -1.142
H -1.156 -1.394 0.664
H -2.342 0.751 0.480
H -2.411 0.564 -1.342
```

- Kohn-Sham gap (hartree) = 0.2971
- energy relative to the best compared isomer or geometry (same formula, charge and spin) (kcal/mol) = 103.55
- LUMO level (eV) = -0.630
- electronic energy (eV) = -9438.5527
- SMILES = C[C@H](O)C=O.C=C


No. 2
The following is a DFT calculation (the ωB97M-V functional and the def2-TZVPD basis) of a single C6H11N molecule in a non-equilibrium geometry.

XYZ file:
```
18
C6H11N (the ωB97M-V functional and the def2-TZVPD basis)
C 1.349 -0.758 -0.282
C 1.273 0.871 -0.254
C -0.092 1.221 0.384
C -1.267 0.645 -0.501
C -1.112 -0.837 -0.278
C 0.107 -1.011 0.608
N -0.050 0.128 1.563
H 2.357 -1.313 -0.109
H 0.931 -1.150 -1.317
H 2.171 1.208 0.326
H 1.212 1.125 -1.271
H 0.018 2.392 0.714
H -2.276 1.034 -0.281
H -0.883 0.864 -1.618
H -1.223 -1.308 -1.268
H -1.994 -1.266 0.388
H 0.254 -2.053 0.974
H -0.775 0.209 2.221
```

- Kohn-Sham gap (hartree) = 0.3641
- energy relative to the best compared isomer or geometry (same formula, charge and spin) (kcal/mol) = 54.43
- LUMO level (eV) = 1.062
- electronic energy (eV) = -7888.1712
- SMILES = C1C[C@H]2CC[C@@H]1N2


No. 3
The following is a DFT calculation (the ωB97M-V functional and the def2-TZVPD basis) of a molecular structure, C30H39BN13PTeYb in a non-equilibrium geometry.

XYZ file:
```
86
C30H39BN13PTeYb (the ωB97M-V functional and the def2-TZVPD basis)
Yb 9.638 13.236 16.215
C 10.380 13.160 20.800
C 10.832 13.156 19.467
N 9.781 13.233 18.601
N 8.649 13.398 19.388
C 8.996 13.344 20.697
B 7.224 13.385 18.730
N 6.974 14.635 17.768
C 6.115 15.665 17.858
C 6.117 16.369 16.638
C 7.075 15.690 15.852
N 7.598 14.658 16.524
N 6.952 12.024 17.959
C 5.870 11.233 17.986
C 5.905 10.355 16.895
C 7.086 10.723 16.203
N 7.737 11.701 16.845
H 10.939 13.052 21.728
H 11.829 13.092 19.027
H 8.227 13.463 21.472
H 6.392 13.466 19.608
H 5.543 15.773 18.768
H 5.485 17.213 16.367
H 7.398 15.898 14.824
H 5.133 11.390 18.761
H 5.200 9.561 16.649
H 7.490 10.311 15.281
N 14.122 14.633 16.333
C 14.557 13.379 15.872
C 13.420 12.633 15.700
N 12.300 13.377 16.035
C 12.762 14.593 16.394
C 11.902 15.787 16.732
N 10.568 15.742 16.636
C 10.124 16.928 17.212
C 11.177 17.717 17.581
N 12.331 16.962 17.296
H 14.688 15.436 16.597
H 15.616 13.128 15.733
H 13.340 11.620 15.282
H 9.041 17.132 17.314
H 11.198 18.717 18.018
H 13.297 17.250 17.397
C 10.233 13.978 7.639
C 10.125 13.739 9.127
C 11.188 13.095 9.805
C 11.088 12.744 11.146
C 12.185 11.998 11.879
C 9.870 13.005 11.810
Te 9.382 11.863 13.601
C 8.874 13.807 11.219
C 7.650 14.167 12.036
C 9.009 14.125 9.857
H 11.187 13.600 7.268
H 10.195 15.041 7.447
H 9.418 13.496 7.077
H 12.081 12.844 9.237
H 13.126 12.061 11.321
H 11.907 10.951 12.016
H 12.315 12.442 12.870
H 7.911 14.483 13.042
H 7.001 13.295 12.138
H 7.092 14.996 11.579
H 8.209 14.689 9.369
C 12.795 7.988 16.763
N 11.577 7.905 15.964
C 10.518 7.257 16.703
N 10.294 7.868 18.013
C 11.519 7.987 18.788
N 12.582 8.628 18.059
C 12.350 10.057 17.921
P 10.778 10.212 16.916
C 11.166 9.178 15.412
C 9.610 9.137 17.916
H 13.548 8.547 16.218
H 13.121 6.948 16.948
H 10.797 6.206 16.835
H 9.574 7.297 16.133
H 11.814 6.954 19.055
H 11.314 8.531 19.720
H 13.184 10.558 17.423
H 12.192 10.496 18.916
H 11.940 9.636 14.775
H 10.275 9.065 14.780
H 8.628 9.015 17.443
H 9.459 9.591 18.907
```

- total charge = +1
- Kohn-Sham gap (spin up / spin down) (hartree) = 0.2407 / 0.2309
- energy relative to the best compared isomer or geometry (same formula, charge and spin) (kcal/mol) = 0.00
- 2S+1 = 2
- LUMO level (spin up / spin down) (eV) = -2.757 / -3.019
- electronic energy (eV) = -99901.1032


No. 4
The following is a DFT calculation (the ωB97M-V functional and the def2-TZVPD basis) of a molecular structure, C29H40N2W.

XYZ file:
```
72
C29H40N2W (the ωB97M-V functional and the def2-TZVPD basis)
W 0.422 0.930 -0.001
C 0.775 -1.153 0.773
C -0.518 -0.869 1.337
C -1.410 -0.676 0.225
C -0.637 -0.928 -0.958
C 0.692 -1.299 -0.637
C 1.742 -1.959 -1.503
C 3.136 -1.421 -1.177
C 1.434 -1.774 -2.983
C 1.676 -3.457 -1.152
C -2.904 -0.341 0.138
C -3.177 1.092 0.615
C -3.380 -0.415 -1.320
C -3.738 -1.375 0.909
C -0.718 -1.214 2.826
C -0.981 -2.740 2.769
C 0.577 -1.013 3.631
C -1.867 -0.541 3.608
H 1.655 -1.361 1.360
H -1.032 -0.895 -1.959
H 3.194 -0.341 -1.343
H 3.875 -1.894 -1.822
H 3.426 -1.626 -0.145
H 1.499 -0.728 -3.273
H 0.443 -2.154 -3.239
H 2.155 -2.333 -3.580
H 1.889 -3.630 -0.096
H 2.419 -3.998 -1.738
H 0.695 -3.875 -1.382
H -2.655 1.818 -0.020
H -2.878 1.279 1.642
H -4.243 1.311 0.538
H -2.901 0.339 -1.946
H -4.450 -0.215 -1.348
H -3.220 -1.402 -1.756
H -3.535 -1.399 1.974
H -3.569 -2.375 0.506
H -4.795 -1.142 0.781
H -0.173 -3.265 2.256
H -1.919 -2.971 2.266
H -1.037 -3.123 3.788
H 1.375 -1.692 3.331
H 0.364 -1.238 4.676
H 0.948 0.012 3.585
H -2.442 -1.299 4.138
H -2.574 0.009 2.997
H -1.479 0.136 4.367
C 2.664 2.443 -1.563
N 1.992 2.299 -0.278
C 2.322 3.069 0.736
C 1.529 2.939 1.870
C 1.384 3.650 3.054
C 0.205 3.191 3.658
C -0.322 2.226 2.827
N 0.468 2.038 1.725
C 1.708 1.984 -2.629
C 0.343 1.774 -2.342
C -0.525 1.342 -3.365
C -0.052 1.106 -4.635
C 1.301 1.314 -4.908
C 2.170 1.727 -3.910
H 3.567 1.829 -1.590
H 2.971 3.479 -1.733
H 3.139 3.779 0.656
H 2.041 4.429 3.409
H -0.227 3.531 4.584
H -1.223 1.659 2.960
H -0.206 2.331 -1.560
H -1.584 1.259 -3.166
H -0.726 0.793 -5.420
H 1.679 1.149 -5.908
H 3.221 1.867 -4.133
```

- total charge = +2
- Kohn-Sham gap (spin up / spin down) (hartree) = 0.2408 / 0.2633
- energy relative to the best compared isomer or geometry (same formula, charge and spin) (kcal/mol) = 0.00
- 2S+1 = 3
- LUMO level (spin up / spin down) (eV) = -8.075 / -7.671
- electronic energy (eV) = -35512.7846